(1)
82
Properties=species:S:1:pos:R:3:forces:R:3:lowdin_spin:R:1 method="wB97M-V/def2-TZVPD" total_charge=+2 homo_lumo_gap_ev="5.948 / 5.612" multiplicity=2 e_above_lowest_kcal_mol=41.96 energy_ha=-2962.4349 lumo_energy_ev="-7.1885 / -7.4660"
Ti -1.5219 0.2901 0.5506 1.6 -1.2 1.2 0.812
C 1.9470 2.0209 4.0598 0.0 0.0 0.0 -0.002
C 0.8536 1.1793 4.1857 0.0 0.0 0.0 0.001
C -0.1857 1.2532 3.2665 0.1 0.1 -0.1 0.002
C -0.1181 2.1506 2.1956 0.1 -0.1 0.2 0.000
C 0.9804 2.9996 2.0777 0.0 -0.1 0.0 -0.002
C 1.9992 2.9343 3.0140 0.0 0.0 0.0 0.001
N -1.1236 2.0296 1.2153 -0.2 0.1 0.0 -0.025
C -1.7445 3.0901 0.5509 -0.2 0.1 -0.4 -0.006
C -1.5797 4.4487 0.7861 -0.1 0.0 0.0 -0.001
C -2.3596 5.3540 0.0762 0.1 0.0 0.1 -0.011
C -3.3211 4.9485 -0.8458 -0.1 0.0 -0.1 0.000
C -3.5345 3.6038 -1.0769 0.2 0.1 0.0 -0.010
C -2.7212 2.6996 -0.4043 0.2 0.1 -0.1 0.005
N -2.9155 1.3113 -0.3502 -0.8 0.8 -0.2 -0.022
N -4.0381 0.7816 -0.5920 -0.3 0.2 0.1 0.157
C -4.2758 -0.3041 0.2834 -0.1 -0.1 0.0 -0.006
C -5.4633 -1.0058 0.1868 0.1 0.0 0.0 0.032
C -5.7848 -1.8855 1.2111 0.0 0.0 0.0 0.001
C -4.9229 -2.0231 2.2887 0.0 0.0 0.0 0.028
C -3.7390 -1.3028 2.2974 0.0 0.0 -0.1 0.012
N -3.4137 -0.4578 1.3203 -0.2 -0.1 -0.4 0.019
H 2.7524 1.9792 4.7809 0.0 0.0 0.0 0.000
H 0.7883 0.4878 5.0160 0.0 0.0 0.0 0.000
H -1.0890 0.6683 3.4132 0.0 0.0 0.0 0.002
H 1.0594 3.6801 1.2418 0.0 0.0 0.0 0.000
H 2.8554 3.5894 2.9125 0.0 0.0 0.0 0.000
H -0.8869 4.8014 1.5354 0.0 0.0 0.0 0.000
H -2.2258 6.4112 0.2672 0.0 0.0 0.0 -0.001
H -3.9188 5.6843 -1.3651 0.0 0.0 0.0 0.000
H -4.3020 3.2613 -1.7568 0.0 -0.1 0.0 0.000
H -6.1225 -0.8305 -0.6516 0.0 0.0 0.0 0.001
H -6.7127 -2.4405 1.1754 0.0 0.0 0.0 -0.001
H -5.1565 -2.6749 3.1183 0.0 0.0 0.0 0.001
H -3.0310 -1.4003 3.1098 0.0 0.0 0.0 0.001
C 5.2802 2.8258 0.5022 0.0 0.0 0.0 0.000
C 4.1830 3.3530 -0.1686 0.0 0.0 0.0 0.000
C 3.0749 2.5574 -0.4147 0.0 0.0 -0.1 -0.001
C 3.0611 1.2304 0.0065 0.1 -0.1 0.0 -0.003
C 4.1669 0.6994 0.6590 0.0 -0.1 0.1 -0.001
C 5.2737 1.5000 0.9110 0.0 0.0 0.0 0.000
Sb 1.3539 0.0719 -0.4164 -0.6 0.2 -0.1 -0.004
C 1.1466 0.4622 -2.4774 0.1 -0.1 0.0 0.002
C -0.1189 0.6250 -3.0287 0.0 0.0 -0.1 0.007
C -0.2692 0.8590 -4.3898 -0.1 0.0 0.0 0.001
C 0.8512 0.9331 -5.2036 0.0 0.0 0.0 0.000
C 2.1202 0.7790 -4.6577 0.0 0.0 0.0 0.000
C 2.2692 0.5445 -3.2982 0.0 0.0 -0.1 0.000
C 2.0305 -1.9326 -0.4051 0.1 0.1 0.0 -0.002
C 2.5167 -2.4873 0.7774 0.0 0.0 0.1 0.000
C 2.9331 -3.8103 0.8135 0.0 0.0 0.0 0.000
C 2.8473 -4.5935 -0.3300 0.0 0.0 0.0 0.000
C 2.3546 -4.0484 -1.5086 0.0 0.0 0.0 0.000
C 1.9535 -2.7187 -1.5508 -0.1 0.0 0.0 0.000
H 6.1465 3.4461 0.6920 0.0 0.0 0.0 0.000
H 4.1961 4.3808 -0.5081 0.0 0.0 0.0 0.000
H 2.2325 2.9727 -0.9575 0.0 0.0 0.0 0.000
H 4.1855 -0.3386 0.9690 0.0 0.0 0.0 0.000
H 6.1343 1.0824 1.4174 0.0 0.0 0.0 0.000
H -1.0073 0.5944 -2.4017 0.0 0.0 0.0 0.006
H -1.2578 0.9918 -4.8108 0.0 0.0 0.0 0.000
H 0.7383 1.1187 -6.2636 0.0 0.0 0.0 0.000
H 2.9953 0.8441 -5.2912 0.0 0.0 0.0 0.000
H 3.2643 0.4327 -2.8824 0.0 0.0 0.0 0.000
H 2.5830 -1.8900 1.6827 0.0 0.0 0.0 0.000
H 3.3323 -4.2271 1.7298 0.0 0.0 0.0 0.000
H 3.1832 -5.6223 -0.3081 0.0 0.0 0.0 0.000
H 2.3045 -4.6516 -2.4064 0.0 0.0 0.0 0.000
H 1.5928 -2.2992 -2.4832 0.0 0.0 0.0 0.000
N -1.0469 -5.9270 -0.6857 0.0 0.0 0.0 0.002
C -1.1092 -4.6220 -0.3896 0.0 0.1 0.0 0.001
C -1.6371 -3.6812 -1.2993 0.0 0.0 0.0 0.000
C -1.6621 -2.3595 -0.9527 0.0 0.0 -0.1 0.002
N -1.2183 -1.8791 0.2255 -0.2 0.2 0.0 -0.001
C -0.7211 -2.7762 1.0956 0.0 -0.1 0.0 0.002
C -0.6533 -4.1198 0.8450 0.0 0.0 0.0 0.000
H -1.3601 -6.2767 -1.5743 0.0 0.0 0.0 0.000
H -0.6526 -6.5885 -0.0399 0.0 0.0 0.0 0.000
H -2.0010 -3.9880 -2.2709 0.0 0.0 0.0 0.000
H -2.0461 -1.6358 -1.6675 0.0 0.0 0.0 0.001
H -0.3451 -2.3842 2.0336 0.0 0.0 0.0 0.000
H -0.2262 -4.7795 1.5882 0.0 0.0 0.0 0.000

(2)
91
Properties=species:S:1:pos:R:3:forces:R:3:mulliken_charge:R:1 method="wB97M-V/def2-TZVPD" total_charge=-1 homo_lumo_gap_ev=5.665 e_above_lowest_kcal_mol=16.38 energy_ha=-4070.3628 lumo_energy_ev=2.0114
Sn -0.5590 -0.3111 -0.1705 -0.6 -0.3 0.0 0.517
C -2.2407 4.4599 1.8875 -0.1 0.0 0.0 -0.554
C -1.3653 3.7188 1.1091 0.0 -0.1 0.1 0.132
N -0.7407 2.6507 1.5809 0.2 0.1 0.1 0.021
C -0.9929 2.2950 2.8407 -0.1 0.2 -0.3 0.029
C -1.9023 3.0335 3.6021 0.0 -0.1 0.1 -0.126
N -2.5157 4.1123 3.1387 0.0 0.1 0.1 -0.703
C -0.2667 1.1182 3.3806 0.2 -0.5 0.1 0.279
C -0.5520 0.6176 4.6474 0.0 -0.1 0.0 -0.619
C 0.1853 -0.4499 5.1447 0.0 0.2 -0.2 0.688
C 1.1311 -1.0264 4.3110 0.0 -0.1 0.1 -0.767
C 1.2914 -0.5315 3.0231 -0.2 0.4 0.1 0.351
N 0.6437 0.5485 2.5923 0.1 0.4 0.3 -0.090
C 2.1329 -1.2099 2.0074 0.2 -0.1 -0.3 0.284
C 2.7646 -2.4363 2.2258 -0.1 0.0 0.0 -0.168
N 3.4561 -3.0628 1.2834 0.1 0.0 0.0 -0.648
C 3.5153 -2.4739 0.0928 0.0 -0.1 0.0 -0.663
C 2.8982 -1.2560 -0.1394 0.0 0.1 0.1 -0.143
N 2.2192 -0.6244 0.8092 0.3 0.0 0.1 -0.248
C -0.0303 -0.9347 6.5216 0.0 -0.1 0.3 0.458
C -0.3928 -0.0562 7.5430 0.0 -0.1 -0.1 -0.460
C -0.5591 -0.5408 8.8282 0.0 0.0 0.0 -0.393
N -0.3860 -1.8159 9.1648 0.0 0.0 0.1 -0.666
C -0.0439 -2.6538 8.1905 0.0 0.0 0.0 -0.374
C 0.1435 -2.2718 6.8726 0.0 0.1 -0.1 -0.583
H -2.7370 5.3469 1.5113 0.0 0.0 -0.1 0.424
H -1.1578 3.9873 0.0823 0.0 0.1 -0.1 0.100
H -2.1507 2.7609 4.6205 0.1 0.0 0.0 0.361
H -1.3632 1.0282 5.2306 0.0 0.0 0.0 0.546
H 1.7123 -1.8670 4.6635 0.0 0.0 0.0 0.505
H 2.7113 -2.9479 3.1792 -0.1 0.1 0.0 0.371
H 4.0596 -2.9967 -0.6842 0.0 0.1 -0.1 0.410
H 2.9397 -0.7643 -1.1054 0.0 -0.1 -0.1 0.518
H -0.5236 0.9974 7.3377 0.0 0.0 0.0 0.473
H -0.8346 0.1269 9.6377 0.0 0.0 0.0 0.366
H 0.0913 -3.6875 8.4908 0.0 0.0 -0.1 0.365
H 0.3956 -3.0095 6.1230 0.0 0.0 0.0 0.495
S -1.4158 -1.8662 2.0379 0.3 -0.1 0.0 -0.269
S -3.3567 -1.3189 2.2907 -0.6 0.1 0.0 -0.184
S -3.6381 0.3174 1.0464 0.1 0.1 0.3 -0.119
S -3.0932 -0.3430 -0.8010 0.1 -0.2 -0.3 -0.373
C -2.7813 -2.8909 -3.6944 -0.1 -0.1 0.1 -1.027
O -1.9140 -1.8813 -4.1754 0.0 0.2 -0.1 0.526
C -1.6096 -1.8106 -5.4866 0.0 0.1 0.0 1.250
C -2.0666 -2.6953 -6.4530 -0.1 -0.1 0.1 -1.042
C -1.7697 -2.4875 -7.7945 0.0 0.0 -0.1 -0.795
C -1.0378 -1.3808 -8.1838 0.0 0.0 0.0 -0.661
C -0.5509 -0.5068 -7.2202 0.0 -0.1 0.1 -0.460
C -0.7964 -0.7220 -5.8725 -0.1 -0.1 0.0 -0.302
N -0.2851 0.1759 -4.9158 -0.1 0.0 0.0 -0.079
C -0.0120 -0.1653 -3.5938 0.4 0.6 0.0 -0.207
N 0.6668 -1.3336 -3.4918 0.2 -0.2 -0.2 -0.117
C 0.6621 -2.3463 -2.5105 -0.1 -0.1 0.2 -0.198
C 0.0982 -2.2591 -1.2360 0.0 0.3 -0.1 -0.039
C 0.1924 -3.4160 -0.4480 0.1 0.0 0.1 -0.456
C 0.8334 -4.5674 -0.8648 0.0 0.0 0.0 -1.039
C 1.3837 -4.6339 -2.1376 0.0 -0.1 -0.1 -0.541
C 1.2642 -3.5364 -2.9631 0.0 0.1 -0.1 1.092
O 1.7251 -3.5224 -4.2715 0.0 0.0 0.1 -0.410
C 1.7709 -4.7602 -4.9436 0.0 -0.1 -0.1 -1.050
N -0.1730 0.6578 -2.6156 -0.2 -0.4 -0.2 0.412
C -0.9429 1.8175 -2.8479 0.0 0.0 -0.1 -0.618
C -2.2626 1.6968 -3.3034 0.0 0.1 0.2 0.242
C -3.0736 2.7955 -3.5006 0.0 0.0 -0.2 -1.093
C -2.5663 4.0663 -3.2660 0.0 0.0 0.1 -0.613
C -1.2691 4.2075 -2.8155 0.0 0.1 0.0 -0.232
C -0.4430 3.1024 -2.5978 0.1 0.1 0.0 0.172
O 0.8261 3.4275 -2.2096 -0.1 -0.1 -0.1 -0.599
C 1.6339 2.4972 -1.4913 0.1 -0.1 0.2 -0.385
H -2.8620 -2.7054 -2.6251 0.0 0.0 0.0 0.113
H -2.3658 -3.8889 -3.8628 0.1 0.0 0.0 0.375
H -3.7704 -2.8234 -4.1572 0.0 0.0 0.0 0.337
H -2.6920 -3.5302 -6.1677 0.0 0.0 0.0 0.463
H -2.1311 -3.1895 -8.5345 0.0 0.0 0.0 0.418
H -0.8443 -1.1895 -9.2309 0.0 0.0 0.0 0.383
H 0.0226 0.3648 -7.5105 0.1 0.0 0.0 0.434
H -0.4934 1.1507 -5.0649 -0.1 0.0 0.1 0.478
H 0.9314 -1.7169 -4.3884 0.0 0.1 0.0 0.413
H -0.2481 -3.4006 0.5406 0.0 0.0 0.0 0.163
H 0.9090 -5.4204 -0.2011 0.0 0.0 0.0 0.384
H 1.8868 -5.5320 -2.4722 0.0 0.0 -0.1 0.353
H 1.7749 -4.5342 -6.0097 0.0 0.0 0.0 0.288
H 0.8960 -5.3734 -4.7092 0.0 0.0 0.0 0.452
H 2.6758 -5.3245 -4.6964 0.0 0.0 0.0 0.292
H -2.6428 0.6983 -3.4684 0.0 0.0 0.0 0.520
H -4.0945 2.6596 -3.8321 0.0 0.0 0.0 0.435
H -3.1842 4.9430 -3.4126 0.0 0.0 0.0 0.369
H -0.8530 5.1859 -2.6090 0.0 0.0 0.0 0.459
H 2.5133 3.0631 -1.1865 0.0 0.0 0.0 0.357
H 1.9353 1.6556 -2.1149 0.0 0.1 0.0 0.195
H 1.1204 2.1107 -0.6064 0.0 0.0 0.0 0.046

(3)
84
Properties=species:S:1:pos:R:3:forces:R:3:lowdin_spin:R:1 method="wB97M-V/def2-TZVPD" total_charge=+2 homo_lumo_gap_ev="7.246 / 6.163" multiplicity=4 e_above_lowest_kcal_mol=0.00 energy_ha=-4165.0944 lumo_energy_ev="-6.2861 / -7.5479"
Re -0.6631 -0.5055 -0.0341 -0.5 0.2 -0.6 2.307
C 0.8737 -1.2409 3.9403 0.0 0.0 0.0 0.006
C 0.5513 -1.2291 2.4905 0.0 0.1 0.1 0.037
N -0.3093 -0.4009 1.9365 0.0 0.1 0.2 -0.019
O -0.9504 0.5797 2.6708 0.2 0.0 0.2 0.015
C 1.1944 -2.1182 1.5749 -0.1 0.0 0.0 -0.021
C 2.2445 -3.1181 1.9063 0.0 0.0 0.0 -0.004
N 0.7767 -1.8898 0.3393 0.3 -0.2 0.0 0.051
O 1.2262 -2.4059 -0.7061 0.2 -0.1 0.1 0.177
H 0.3679 -0.4643 4.5056 0.0 0.0 -0.1 0.000
H 1.9491 -1.1060 4.0679 0.0 0.0 0.0 0.002
H 0.6217 -2.2169 4.3594 0.0 0.0 0.0 0.002
H -1.4158 0.1365 3.3999 -0.2 0.0 -0.1 0.000
H 3.1427 -2.6400 2.3015 0.0 0.0 0.0 -0.001
H 2.5156 -3.6627 1.0046 0.0 0.0 0.0 0.000
H 1.8874 -3.8310 2.6502 0.0 0.0 0.0 -0.001
O 1.2508 3.0639 -1.0201 0.0 0.0 0.1 0.012
C 0.4886 2.2121 -0.6561 0.0 0.0 0.0 0.006
O 0.9045 0.9845 -0.3281 0.2 0.2 -0.2 0.043
C -0.9919 2.4382 -0.5559 0.0 0.0 0.0 0.016
C -1.4482 3.7519 -0.6174 0.0 0.0 0.0 -0.001
C -2.7994 3.9694 -0.5808 0.0 0.0 0.0 0.020
C -3.6808 2.8766 -0.5482 0.0 0.0 0.0 -0.001
C -5.0854 3.0633 -0.5839 0.0 0.0 0.0 0.005
C -5.9243 1.9906 -0.6033 0.0 0.0 0.0 -0.003
C -5.3894 0.6841 -0.5905 0.0 0.0 0.0 0.005
C -4.0410 0.4683 -0.5393 0.0 0.0 0.0 -0.003
C -3.1488 1.5613 -0.5056 0.0 0.0 0.0 0.009
N -1.7825 1.3678 -0.4601 0.1 0.1 0.3 0.016
H -0.7268 4.5514 -0.6922 0.0 0.0 0.0 0.000
H -3.1990 4.9750 -0.6008 0.0 0.0 0.0 0.001
H -5.4718 4.0735 -0.6091 0.0 0.0 0.0 0.000
H -6.9949 2.1326 -0.6397 0.0 0.0 0.0 0.000
H -6.0595 -0.1642 -0.6223 0.0 0.0 0.0 0.000
H -3.6588 -0.5409 -0.5317 0.0 0.0 0.0 0.000
C 0.3300 -1.4969 -4.1051 0.0 0.2 0.0 0.042
C -0.3884 -0.5885 -3.3489 0.2 -0.2 -0.2 0.006
C -1.2300 -1.0614 -2.3382 0.0 0.2 0.2 0.039
C -1.3283 -2.4430 -2.0601 0.0 -0.2 -0.3 0.013
C -0.6351 -3.3419 -2.8717 0.0 0.0 0.1 0.048
C 0.1874 -2.8659 -3.8764 -0.1 0.0 0.0 -0.010
C -2.0356 -2.8553 -0.8688 -0.1 -0.1 0.2 0.191
C -2.0049 -2.0145 0.2100 -0.2 -0.1 0.1 -0.017
C -2.6831 -2.3599 1.4809 0.1 -0.1 0.0 0.004
C -2.7027 -3.6800 1.9387 0.0 0.1 0.0 -0.005
C -3.3238 -4.0039 3.1351 0.0 0.0 0.0 0.001
C -3.9426 -3.0174 3.8898 0.0 0.0 0.0 -0.006
C -3.9327 -1.7012 3.4460 0.0 0.0 0.0 0.001
C -3.2996 -1.3744 2.2564 0.0 0.0 0.0 -0.003
H 0.9639 -1.1462 -4.9072 0.0 0.0 0.0 0.002
H -0.3500 0.4664 -3.5851 0.0 0.1 0.0 0.000
H -2.0182 -0.3985 -1.9868 -0.1 -0.1 -0.1 0.005
H -0.7078 -4.4038 -2.6790 0.0 0.0 0.0 0.002
H 0.7326 -3.5675 -4.4933 0.0 0.0 0.0 -0.001
H -2.5004 -3.8371 -0.8350 0.0 0.0 0.0 0.009
H -2.2115 -4.4577 1.3679 0.0 0.0 0.0 0.000
H -3.3257 -5.0294 3.4776 0.0 0.0 0.0 0.000
H -4.4370 -3.2737 4.8161 0.0 0.0 0.0 0.000
H -4.4310 -0.9320 4.0210 0.0 0.0 0.0 0.000
H -3.3125 -0.3479 1.9120 0.0 0.0 0.0 0.001
Ge 2.9616 0.9366 -0.4191 -0.2 -0.4 0.1 0.001
C 3.5599 2.1440 0.9331 0.0 0.1 0.0 0.000
C 3.9019 1.5617 2.1560 0.0 0.1 0.0 0.000
C 4.3868 2.3446 3.1935 0.0 0.0 0.0 0.000
C 4.5365 3.7101 3.0110 0.0 0.0 0.0 0.000
C 4.2111 4.2959 1.7942 0.0 0.0 0.0 0.000
C 3.7237 3.5201 0.7562 0.0 -0.1 0.0 0.000
C 3.3203 0.8922 -2.2916 0.0 0.1 0.0 0.000
C 3.5619 -0.3664 -2.8453 0.1 0.0 0.0 0.001
C 3.9047 -0.4790 -4.1852 0.0 0.0 0.0 0.000
C 3.9874 0.6564 -4.9763 0.0 0.0 0.0 0.000
C 3.7357 1.9108 -4.4338 0.0 0.0 0.0 0.000
C 3.4102 2.0330 -3.0933 0.0 0.0 0.0 0.000
H 2.9945 -0.4875 0.1494 0.1 0.0 0.0 0.000
H 3.8078 0.4903 2.2955 0.0 0.0 0.0 0.000
H 4.6601 1.8898 4.1357 0.0 0.0 0.0 0.000
H 4.9171 4.3218 3.8176 0.0 0.0 0.0 0.000
H 4.3451 5.3595 1.6542 0.0 0.0 0.0 0.000
H 3.4759 3.9854 -0.1867 0.0 0.0 0.0 0.000
H 3.5009 -1.2581 -2.2321 0.0 0.0 0.0 0.000
H 4.1175 -1.4521 -4.6071 0.0 0.0 0.0 0.000
H 4.2622 0.5681 -6.0188 0.0 0.0 0.0 0.000
H 3.8133 2.7937 -5.0528 0.0 0.0 0.0 0.000
H 3.2370 3.0144 -2.6728 0.0 0.0 0.0 0.000